16
Properties=species:S:1:pos:R:3:nbo_charge:R:1 method="wB97M-V/def2-TZVPD" spin_multiplicity=1 relative_energy_kcal_mol=136.94 homo_energy_ev=-9.3 total_charge=0
C -0.57897 1.10549 -1.05535 -0.76
C -0.02578 0.17950 0.74795 0.14
C -0.91025 -1.07500 0.72123 -0.13
O -0.54537 -1.97384 1.73659 -0.69
N 1.33454 -0.04801 0.84368 -0.68
C 1.31805 0.13486 -0.80677 0.48
O 1.26817 -0.75875 -1.62906 -0.60
H -0.70442 2.09712 -0.60143 0.20
H -1.57630 0.63948 -0.98820 0.21
H -0.44121 1.08712 -2.16561 0.25
H -0.45182 1.05878 1.22005 0.20
H -1.97080 -0.80522 0.76846 0.19
H -0.80758 -1.59145 -0.22882 0.19
H 0.41265 -2.01917 1.58256 0.48
H 1.78574 0.85504 0.84064 0.35
H 2.04853 0.95534 -0.86585 0.16